(1)
{
  "formula": "C41H26ClF5HfN3O2P",
  "method": "ωB97M-V/def2-TZVPD",
  "elements": ["Hf", "Cl", "C", "C", "C", "C", "O", "C", "C", "N", "C", "C", "C", "C", "C", "C", "C", "C", "N", "C", "C", "H", "H", "H", "H", "H", "H", "H", "H", "H", "H", "O", "N", "C", "C", "C", "C", "C", "C", "C", "P", "C", "C", "C", "C", "C", "C", "C", "C", "C", "C", "C", "C", "H", "H", "H", "H", "H", "H", "H", "H", "H", "H", "H", "H", "H", "H", "H", "H", "F", "C", "C", "C", "F", "C", "F", "C", "F", "C", "F"],
  "xyz": [[0.77144, -0.85446, 0.27267], [-4.84403, -5.58604, -0.33007], [-3.45808, -4.57476, -0.49191], [-3.14662, -4.02825, -1.74083], [-2.04782, -3.20888, -1.90840], [-1.25174, -2.91027, -0.80884], [-0.18529, -2.12431, -0.92009], [-1.53905, -3.47134, 0.45432], [-0.68038, -3.31041, 1.58510], [0.34777, -2.51733, 1.68767], [1.16571, -2.51891, 2.86002], [0.84938, -3.11553, 4.05484], [1.73686, -3.05302, 5.14764], [2.92540, -2.38951, 5.04419], [3.27162, -1.74609, 3.83301], [4.47749, -1.02836, 3.67240], [4.75053, -0.40538, 2.48468], [3.80590, -0.48969, 1.45688], [2.67462, -1.17180, 1.55227], [2.38779, -1.81210, 2.73625], [-2.65546, -4.31931, 0.59639], [-3.78315, -4.26063, -2.58396], [-1.81303, -2.78357, -2.87388], [-0.92724, -3.94954, 2.42970], [-0.08851, -3.63361, 4.19162], [1.45883, -3.53635, 6.07340], [3.60901, -2.33916, 5.88038], [5.17358, -0.97175, 4.49946], [5.65740, 0.15900, 2.33090], [3.97708, 0.03188, 0.52055], [-2.88082, -4.76718, 1.55452], [2.85089, -2.08722, -1.23311], [2.34781, -0.76671, -1.36552], [2.52301, -0.33817, -2.56359], [2.02635, 0.89666, -3.14896], [2.80490, 1.34808, -4.22285], [2.49958, 2.52905, -4.87730], [1.38446, 3.24889, -4.48527], [0.58407, 2.79043, -3.44560], [0.88402, 1.61893, -2.75833], [-0.29519, 1.10702, -1.46047], [-0.74653, 2.67934, -0.68565], [0.25152, 3.35649, 0.01681], [-0.02531, 4.56274, 0.63360], [-1.30830, 5.09669, 0.56582], [-2.30215, 4.42608, -0.12786], [-2.02459, 3.21989, -0.75940], [-1.74562, 0.46783, -2.33637], [-1.72258, 0.24347, -3.71210], [-2.84516, -0.26102, -4.35467], [-3.99588, -0.53327, -3.63037], [-4.02114, -0.31802, -2.25962], [-2.90026, 0.16805, -1.61002], [3.34078, -2.10689, -0.39715], [3.15045, -0.96786, -3.19116], [3.66265, 0.76770, -4.53636], [3.11806, 2.87561, -5.69270], [1.11859, 4.16473, -4.99514], [-0.29386, 3.36107, -3.17092], [1.25763, 2.95269, 0.08230], [0.75583, 5.08490, 1.16960], [-1.52771, 6.03773, 1.05111], [-3.29832, 4.84199, -0.19008], [-2.80881, 2.71975, -1.31259], [-0.83892, 0.46788, -4.29530], [-2.82079, -0.42449, -5.42269], [-4.87536, -0.90843, -4.13566], [-4.91966, -0.52880, -1.69537], [-2.93933, 0.32880, -0.54093], [-1.66314, -0.43764, 1.35367], [-1.04697, 0.56389, 2.09789], [0.30042, 0.68618, 1.87601], [0.92328, 1.69375, 2.58194], [2.24209, 1.91070, 2.40929], [0.23146, 2.53564, 3.43811], [0.85037, 3.51534, 4.07905], [-1.14171, 2.36942, 3.60648], [-1.80430, 3.17907, 4.40543], [-1.81528, 1.35824, 2.92423], [-3.12044, 1.19046, 3.06093]],
  "atomic_forces_ev_per_a": [[0.4, -0.1, -0.6], [0.0, 0.0, 0.0], [0.1, 0.0, 0.2], [0.1, 0.0, 0.0], [-0.1, -0.1, 0.1], [0.1, -0.1, 0.2], [-0.1, 0.5, 0.2], [0.0, -0.1, 0.0], [0.0, -0.1, 0.0], [-0.1, 0.1, 0.2], [-0.1, -0.1, 0.0], [0.1, 0.1, 0.0], [0.0, 0.0, 0.0], [0.0, 0.0, 0.0], [0.0, 0.0, 0.0], [0.0, 0.0, -0.1], [-0.1, 0.0, 0.0], [0.1, 0.1, 0.0], [-0.3, 0.0, 0.0], [0.1, 0.0, 0.2], [-0.1, 0.0, -0.3], [0.0, 0.0, 0.0], [0.0, 0.0, 0.0], [0.1, 0.0, 0.0], [0.0, 0.0, 0.0], [0.0, 0.0, 0.0], [0.0, 0.0, 0.0], [0.0, 0.0, 0.0], [0.0, 0.0, 0.0], [0.0, 0.0, 0.0], [0.0, 0.0, 0.0], [-0.1, 0.1, 0.0], [-0.1, -0.2, -0.1], [0.0, 0.0, 0.3], [0.1, -0.1, -0.1], [-0.1, 0.0, 0.0], [0.0, 0.0, 0.0], [0.0, 0.0, 0.0], [0.0, 0.0, 0.0], [0.0, 0.2, -0.1], [0.2, -0.1, 0.3], [0.0, 0.0, 0.0], [0.1, 0.0, 0.0], [0.0, 0.0, 0.0], [0.0, 0.0, 0.0], [0.0, 0.0, 0.0], [-0.1, 0.0, 0.0], [0.0, 0.0, -0.2], [0.0, 0.0, 0.0], [0.0, 0.0, 0.1], [0.0, 0.0, -0.1], [-0.1, 0.0, 0.0], [0.0, 0.0, 0.0], [0.1, 0.0, 0.0], [0.0, 0.0, 0.0], [0.0, 0.0, 0.0], [0.0, 0.0, 0.0], [0.0, 0.0, 0.0], [0.0, 0.0, 0.0], [0.0, 0.0, -0.1], [0.0, 0.0, 0.0], [0.0, 0.0, 0.0], [0.0, 0.0, 0.0], [0.0, 0.0, 0.0], [0.0, 0.0, 0.0], [0.0, 0.0, 0.0], [0.0, 0.0, 0.0], [0.0, 0.0, 0.0], [0.0, 0.0, 0.1], [0.1, 0.1, -0.1], [-0.2, 0.1, 0.0], [-0.2, -0.2, 0.0], [-0.1, 0.0, 0.1], [0.1, 0.1, 0.0], [0.0, -0.2, -0.1], [0.0, 0.1, 0.0], [0.1, -0.2, -0.2], [-0.1, 0.1, 0.1], [0.3, 0.0, -0.1], [-0.1, 0.0, 0.0]],
  "lowdin_charge": [1.6707, 0.7309, -0.6505, -0.0457, 0.0164, -0.3013, -0.2286, -0.1309, -0.0116, -0.0172, -0.1803, 0.0277, -0.0215, 0.0092, -0.1232, 0.0543, -0.0025, -0.1109, -0.0341, -0.1501, -0.0269, 0.1230, 0.1257, 0.1351, 0.1183, 0.1260, 0.1318, 0.1403, 0.1271, 0.1220, 0.1253, -0.0335, -0.1350, -0.0177, -0.1931, -0.0034, -0.0237, -0.0144, -0.0539, -0.2924, 1.0710, -0.3788, -0.1108, -0.0547, -0.0450, -0.0476, -0.0694, -0.3615, -0.0713, -0.0564, -0.0558, -0.0586, -0.1132, 0.0802, 0.1593, 0.1263, 0.1253, 0.1265, 0.1219, 0.1081, 0.1208, 0.1187, 0.1178, 0.1042, 0.1053, 0.1167, 0.1181, 0.1201, 0.1013, 0.0048, -0.2418, -0.1595, -0.2508, 0.0793, -0.1461, 0.1492, -0.1190, 0.1707, -0.1384, 0.1515],
  "orbital_gap_ev": 7.07,
  "total_charge": 2,
  "lumo_ev": -6.4,
  "relative_energy_kcal_mol": 1.8,
  "spin_multiplicity": 1,
  "homo_ha": -0.49530,
  "energy_ev": -88198.2749
}


(2)
{
  "formula": "C6H12O",
  "method": "ωB97M-V/def2-TZVPD",
  "elements": ["C", "O", "C", "C", "C", "C", "C", "H", "H", "H", "H", "H", "H", "H", "H", "H", "H", "H", "H"],
  "xyz": [[2.58895, -0.65336, 0.01347], [1.21025, -0.80604, -0.20596], [0.40176, 0.17795, 0.37470], [-0.07677, 1.40474, -0.43914], [-1.45229, 1.22716, 0.24864], [-1.06937, -0.23843, 0.56788], [-1.55547, -1.23064, -0.48108], [2.80906, -0.47596, 1.07766], [3.01944, 0.17270, -0.57114], [3.06842, -1.58802, -0.29099], [0.83666, 0.51148, 1.33075], [0.44640, 2.35581, -0.30234], [-0.12752, 1.17281, -1.50769], [-2.34607, 1.37465, -0.36556], [-1.54255, 1.83721, 1.15375], [-1.32298, -0.60172, 1.57046], [-2.63983, -1.36952, -0.40102], [-1.33439, -0.88174, -1.49628], [-1.06727, -2.20227, -0.35803]],
  "atomic_forces_ev_per_a": [[0.3, 0.0, 0.0], [-0.1, 0.0, 0.0], [-0.1, 0.1, 0.2], [0.1, 0.1, -0.1], [-0.2, 0.1, 0.0], [-0.1, -0.1, 0.1], [0.0, 0.0, -0.1], [0.0, 0.0, -0.1], [-0.1, -0.1, 0.1], [0.0, 0.2, 0.0], [0.0, -0.1, -0.1], [0.0, -0.2, 0.0], [0.0, 0.0, 0.2], [0.1, 0.0, 0.1], [0.0, -0.1, -0.2], [0.0, 0.1, -0.1], [0.2, 0.0, 0.0], [0.0, 0.0, 0.1], [-0.1, 0.1, 0.0]],
  "lowdin_charge": [-0.1046, -0.1486, -0.3425, -0.1081, -0.1393, -0.3035, -0.0658, 0.0875, 0.0899, 0.0886, 0.1493, 0.1010, 0.1116, 0.1057, 0.1060, 0.1330, 0.0794, 0.0827, 0.0779],
  "orbital_gap_ev": 10.64,
  "lumo_ev": 1.1,
  "relative_energy_kcal_mol": 31.5,
  "spin_multiplicity": 1,
  "smiles": "CO[C@H]1CC[C@H]1C",
  "homo_ha": -0.34953,
  "energy_ev": -8462.9861
}


(3)
{
  "formula": "C4H9NO2",
  "method": "ωB97M-V/def2-TZVPD",
  "elements": ["C", "C", "C", "O", "H", "H", "H", "H", "H", "H", "H", "N", "C", "O", "H", "H"],
  "xyz": [[0.76863, 0.17654, 1.55161], [-0.38832, 1.10175, 1.30156], [-0.40764, 2.03801, 0.17665], [-1.20241, 0.85314, 0.14900], [0.42975, -0.75237, 2.02049], [1.49295, 0.66037, 2.21712], [1.25360, -0.10267, 0.61291], [-0.98711, 1.36587, 2.17417], [-0.97835, 2.96290, 0.23888], [0.43104, 2.04536, -0.51919], [1.12481, -2.91411, -1.00051], [0.58068, -2.06189, -0.89093], [-0.11325, -1.83911, -1.92968], [-0.92547, -0.79394, -2.05667], [-0.14049, -2.45258, -2.83490], [-0.93840, -0.28727, -1.21052]],
  "atomic_forces_ev_per_a": [[0.0, 0.0, 0.0], [0.1, 0.0, 0.2], [0.1, 0.3, 0.0], [-0.1, -0.2, -0.1], [0.0, 0.1, 0.0], [-0.1, -0.1, -0.1], [-0.1, 0.1, 0.2], [0.1, 0.0, -0.1], [0.1, -0.1, 0.0], [-0.1, 0.0, 0.1], [-0.1, 0.1, 0.0], [-0.1, -0.1, -0.3], [0.2, -0.1, 0.1], [0.0, 0.1, 0.2], [0.1, 0.0, 0.1], [0.0, 0.0, -0.1]],
  "lowdin_charge": [-0.0550, -0.3276, -0.1037, -0.0907, 0.0810, 0.0821, 0.0590, 0.1397, 0.1119, 0.1209, 0.0436, 0.0919, -0.3702, 0.0263, 0.1229, 0.0679],
  "orbital_gap_ev": 11.15,
  "lumo_ev": 1.1,
  "relative_energy_kcal_mol": 53.6,
  "spin_multiplicity": 1,
  "smiles": "C[C@H]1CO1.[H]/N=C/O",
  "homo_ha": -0.36956,
  "energy_ev": -9877.7350
}